24
Properties=species:S:1:pos:R:3 method="wB97M-V/def2-TZVPD" smiles="C[N+](=O)N[C@H]1[C@@H]2C(Br)=C[C@@H](Br)C[C@]12Br" total_charge=+1 orbital_gap_ha=0.239 energy_ev=-223601.2639 lumo_ev=-5.738
C -3.78772 0.91136 -1.10867
N -2.88382 0.20083 -0.23325
O -3.16558 -0.40598 0.75547
N -1.64541 0.21257 -0.76029
C -0.48734 -0.36055 -0.04070
C 0.81889 -0.71521 -0.74842
C 1.71641 -1.69827 -0.14494
Br 1.66076 -3.48895 -0.74391
C 2.67563 -1.33600 0.65958
C 2.73427 0.06360 1.30029
Br 3.96131 0.99259 0.04118
C 1.42246 0.74583 1.31380
C 0.76719 0.54000 -0.06468
Br 0.70967 2.07402 -1.12646
H -3.81385 0.23633 -2.03642
H -3.69313 2.06542 -1.23121
H -4.86458 0.72711 -0.60011
H -1.40863 0.92491 -1.32321
H -0.61864 -0.79779 0.87556
H 0.81492 -0.81016 -1.90011
H 3.35444 -2.13042 1.06407
H 3.27778 0.02371 2.22703
H 0.89050 0.29390 2.16364
H 1.56447 1.73115 1.66178